Record 1
{
  "formula": "C9H9BIN3O",
  "method": "ωB97M-V/def2-TZVPD",
  "smiles": "Cc1cc2ncc(B(N)O)nc2cc1I",
  "lumo_ev": -0.15,
  "fmax_ev_per_a": 1.09,
  "gap_ha": 0.31702,
  "homo_energy_ha": -0.3225,
  "species": ["C", "C", "C", "C", "N", "C", "C", "B", "N", "O", "N", "C", "C", "C", "I", "H", "H", "H", "H", "H", "H", "H", "H", "H"],
  "coordinates": [[4.344724, 0.300614, -0.006690], [2.877850, -0.033226, -0.008155], [1.971423, 0.987494, -0.078421], [0.587251, 0.763449, -0.082090], [-0.271859, 1.821569, -0.140183], [-1.535460, 1.523310, -0.135898], [-2.038437, 0.186241, -0.092096], [-3.594808, -0.095160, -0.131887], [-4.421803, 0.155115, 1.029851], [-4.096403, -0.578140, -1.324840], [-1.223700, -0.838457, -0.025228], [0.110429, -0.558943, -0.012303], [1.033306, -1.613947, 0.056606], [2.373821, -1.361476, 0.065013], [3.639301, -3.018619, 0.195857], [4.964892, -0.587071, -0.042727], [4.584478, 0.921516, -0.867702], [4.593215, 0.860310, 0.893665], [2.337257, 2.004566, -0.128043], [-2.240375, 2.347295, -0.174016], [-5.402789, 0.144602, 0.763960], [-4.331740, -0.573627, 1.729651], [-4.908308, -0.136272, -1.594690], [0.647734, -2.621145, 0.110367]],
  "forces_ev_per_angstrom": [[-0.1304, -0.0205, 0.0006], [0.1741, -0.2777, -0.0053], [0.1777, 0.1520, -0.0051], [-0.1620, -0.0450, 0.0548], [0.0734, -0.0323, -0.0147], [-0.1375, 0.0044, -0.0122], [0.0228, -0.3980, 0.2421], [0.0551, -0.3605, 0.1121], [-0.4628, -0.1977, -0.7176], [0.2069, 1.0530, -0.1906], [0.0992, 0.0327, -0.0291], [-0.1293, 0.2155, -0.0862], [0.0311, -0.2497, 0.0747], [0.0001, 0.1587, -0.0183], [0.0759, -0.0710, 0.0027], [0.0886, -0.0291, 0.0058], [0.0445, 0.0564, -0.0276], [0.0848, 0.0247, 0.0437], [-0.1249, 0.1084, -0.0216], [-0.0011, 0.0678, 0.0186], [-0.0544, -0.0493, 0.1696], [0.4068, 0.3928, 0.3676], [-0.2943, -0.4915, 0.0443], [-0.0442, -0.0441, -0.0082]],
  "nbo_charge": [-0.64, -0.04, -0.18, 0.08, -0.36, 0.04, -0.14, 1.06, -1.10, -0.88, -0.37, 0.16, -0.23, -0.14, 0.15, 0.23, 0.23, 0.23, 0.22, 0.19, 0.37, 0.40, 0.49, 0.23]
}

=====

Record 2
{
  "formula": "C33H24FO4S",
  "method": "ωB97M-V/def2-TZVPD",
  "total_charge": 1,
  "lumo_ev": -4.19,
  "fmax_ev_per_a": 2.03,
  "gap_ha": 0.27466,
  "homo_energy_ha": -0.4287,
  "species": ["C", "C", "S", "C", "C", "C", "F", "H", "H", "H", "H", "H", "H", "H", "H", "C", "C", "C", "C", "C", "C", "C", "O", "C", "C", "C", "C", "C", "C", "C", "O", "H", "H", "H", "H", "H", "H", "H", "H", "C", "C", "C", "C", "C", "C", "C", "O", "C", "C", "C", "C", "C", "C", "C", "O", "H", "H", "H", "H", "H", "H", "H", "H"],
  "coordinates": [[-0.933550, -2.867118, -0.409080], [-1.331800, -1.719330, -0.228749], [-2.259244, -0.174924, -0.192350], [-4.029393, -0.627499, 0.124816], [-4.473304, -1.735678, -0.923742], [-4.926201, -3.094096, -0.232007], [-5.512481, -1.250068, -1.738136], [-0.825258, -3.949159, -0.641279], [-2.247269, 0.339960, -1.471002], [-4.701825, 0.269311, 0.104587], [-4.065212, -1.124032, 1.129776], [-3.649199, -2.029324, -1.626831], [-4.660077, -3.968782, -0.884441], [-6.033195, -3.033423, -0.066624], [-4.425293, -3.229419, 0.768576], [-1.337875, 5.012877, 7.655176], [-1.169139, 5.858550, 6.561913], [-0.924954, 5.328519, 5.303169], [-0.836549, 3.949357, 5.134413], [-0.981961, 3.102069, 6.235779], [-1.244081, 3.637943, 7.493804], [-0.842124, 1.634031, 6.081474], [-0.971960, 0.893723, 7.035567], [-0.531318, 1.081891, 4.737692], [-0.340280, -0.289719, 4.585366], [-0.062701, -0.816788, 3.331827], [0.016304, 0.023968, 2.224249], [-0.167900, 1.391244, 2.372906], [-0.432799, 1.924530, 3.631164], [-0.593270, 3.392866, 3.783024], [-0.520584, 4.123536, 2.813100], [-1.537444, 5.428326, 8.635676], [-1.230369, 6.932306, 6.692422], [-0.799456, 5.990186, 4.454799], [-1.370725, 2.984521, 8.348304], [-0.403794, -0.947126, 5.444171], [0.090823, -1.883719, 3.215846], [0.227712, -0.389454, 1.244806], [-0.100600, 2.042886, 1.509041], [5.082234, -4.389594, -4.280966], [5.537980, -3.905484, -5.504209], [5.009701, -2.735029, -6.030322], [4.014243, -2.049558, -5.340435], [3.539886, -2.548113, -4.124748], [4.085288, -3.713933, -3.592390], [2.446571, -1.856151, -3.402853], [2.030785, -2.286143, -2.339257], [1.856882, -0.632908, -4.000803], [0.792443, -0.005245, -3.362869], [0.238327, 1.146573, -3.903317], [0.753641, 1.681902, -5.080839], [1.812238, 1.056096, -5.723186], [2.360124, -0.108389, -5.189630], [3.469346, -0.790208, -5.903324], [3.917184, -0.326638, -6.932088], [5.502429, -5.298677, -3.867523], [6.307824, -4.441186, -6.046473], [5.371150, -2.359542, -6.979871], [3.730435, -4.097388, -2.643688], [0.391014, -0.417800, -2.443589], [-0.595434, 1.632079, -3.407050], [0.326121, 2.585285, -5.499163], [2.207747, 1.472587, -6.641546]],
  "forces_ev_per_angstrom": [[-1.4364, 1.3561, -0.0171], [-0.9836, -0.5774, -1.1372], [1.0660, -0.6899, 1.0810], [-0.6471, -1.7403, -0.8295], [-0.1575, -1.3036, -0.1158], [-0.0181, 0.7065, 0.0445], [0.7936, -0.1053, 0.8442], [0.4374, 1.4309, 0.4623], [-0.1097, -0.9605, 0.2783], [0.9949, -0.5276, -0.1134], [0.4480, 0.8979, -0.6992], [-0.5278, 0.6981, 0.6297], [-0.4505, 0.9152, 0.6095], [0.9725, -0.2237, -0.1526], [-0.4344, 0.1201, -1.0470], [0.0238, -0.0609, -0.1062], [0.0009, -0.1276, -0.0382], [-0.0334, 0.1725, 0.0975], [-0.0045, 0.0069, 0.1908], [-0.0100, 0.1921, -0.0407], [-0.0207, 0.1371, 0.1164], [-0.1074, -0.2217, 0.7331], [0.0201, 0.0087, -0.2126], [0.0957, -0.1520, -0.3211], [0.0253, -0.1641, -0.1301], [-0.0743, 0.0530, 0.0232], [-0.0635, 0.1377, 0.1888], [0.0217, -0.2055, -0.1581], [0.0105, -0.2634, -0.0042], [0.0337, 0.6551, -0.3943], [-0.0343, -0.2128, 0.0380], [0.0140, -0.0311, -0.0520], [-0.0010, -0.0598, -0.0142], [-0.0004, -0.1641, -0.0312], [0.0507, -0.0747, -0.1434], [-0.0325, 0.1793, 0.0416], [0.0196, 0.0525, 0.0264], [0.2057, 0.0208, 0.1017], [0.0217, 0.1308, 0.1775], [-0.0611, 0.0844, -0.0217], [-0.0947, 0.0825, 0.0625], [0.1256, -0.1388, -0.0262], [0.0267, -0.1888, 0.1195], [0.1000, -0.0491, -0.0719], [0.1120, -0.1465, -0.0309], [-0.0565, -0.3640, 0.5299], [-0.1051, 0.0800, -0.1100], [-0.0610, 0.0920, -0.0586], [-0.2755, 0.3107, -0.0340], [0.1401, -0.1792, -0.0032], [0.0371, -0.0590, -0.0039], [-0.1604, 0.1312, 0.0456], [-0.2415, 0.1652, 0.1360], [0.3992, 0.1443, -0.6485], [-0.1291, -0.0164, 0.1624], [-0.0239, 0.0535, -0.0190], [-0.0363, 0.0403, 0.0308], [-0.1101, 0.1064, 0.0865], [-0.0670, 0.1304, -0.0585], [0.2099, -0.1285, -0.0348], [0.0536, 0.0491, -0.0480], [0.0333, -0.0509, 0.0181], [0.0760, -0.1539, 0.0513]],
  "nbo_charge": [0.00, -0.32, 0.68, -0.55, 0.19, -0.66, -0.35, 0.30, 0.21, 0.31, 0.28, 0.18, 0.24, 0.25, 0.22, -0.18, -0.19, -0.17, -0.06, -0.15, -0.15, 0.54, -0.51, -0.13, -0.15, -0.21, -0.22, -0.19, -0.05, 0.51, -0.52, 0.23, 0.23, 0.24, 0.24, 0.25, 0.22, 0.20, 0.23, -0.19, -0.18, -0.17, -0.06, -0.16, -0.15, 0.54, -0.56, -0.06, -0.19, -0.21, -0.18, -0.14, -0.13, 0.52, -0.50, 0.23, 0.23, 0.24, 0.23, 0.20, 0.20, 0.23, 0.25]
}

=====

Record 3
{
  "formula": "C13H15N5",
  "method": "ωB97M-V/def2-TZVPD",
  "smiles": "CC(C)Cn1cnc2c(N)nc3cccnc3c21",
  "lumo_ev": 0.45,
  "fmax_ev_per_a": 3.08,
  "gap_ha": 0.31045,
  "homo_energy_ha": -0.2939,
  "species": ["C", "C", "C", "C", "N", "C", "N", "C", "C", "N", "N", "C", "C", "C", "C", "N", "C", "C", "H", "H", "H", "H", "H", "H", "H", "H", "H", "H", "H", "H", "H", "H", "H"],
  "coordinates": [[-2.731238, 1.854711, -0.776623], [-1.472297, 1.434582, -1.471608], [-1.441963, 1.990709, -2.899001], [-0.293969, 1.935268, -0.635398], [-0.162998, 1.197517, 0.626118], [-0.678933, 1.626677, 1.842529], [-0.521888, 0.738135, 2.819531], [0.194023, -0.330209, 2.222533], [0.678287, -1.545252, 2.746465], [0.511256, -1.796386, 4.054716], [1.327917, -2.482315, 2.089656], [1.604790, -2.189666, 0.807963], [2.161931, -3.186648, 0.035939], [2.431446, -2.930868, -1.314380], [2.074704, -1.728299, -1.911635], [1.494519, -0.757364, -1.208403], [1.202530, -0.985845, 0.114933], [0.466141, -0.035244, 0.864759], [-2.706032, 2.933522, -0.539800], [-2.824160, 1.269290, 0.164660], [-3.636059, 1.664984, -1.336358], [-1.501724, 0.318236, -1.515828], [-2.255733, 1.596211, -3.526426], [-0.508388, 1.716287, -3.357906], [-1.508505, 3.092965, -2.811993], [-0.403292, 3.008044, -0.414032], [0.599021, 1.780461, -1.254075], [-1.156335, 2.608633, 1.973529], [1.182247, -2.455043, 4.399395], [0.241851, -0.994215, 4.626481], [2.412265, -4.133374, 0.505107], [2.902547, -3.681836, -1.962530], [2.318039, -1.533667, -2.958321]],
  "forces_ev_per_angstrom": [[-0.6321, -0.0400, 1.2990], [-0.6856, -0.5895, -0.3758], [-0.0318, 0.3283, 0.6762], [0.5706, -0.6794, -0.7495], [0.7069, -0.0994, 0.5592], [0.4160, -1.5764, 0.4181], [0.6696, -0.1627, -1.1130], [-0.4822, 2.1681, -2.1342], [0.4235, -0.6835, 0.8470], [-0.7028, 0.7734, 1.2802], [-0.3178, 1.1757, 0.2388], [-1.1451, 0.7581, -1.0434], [1.1284, -0.1514, -2.0085], [0.1507, -1.2491, 0.3141], [-0.0549, 0.8485, 1.0030], [-0.4231, -0.3495, 0.4504], [0.8516, -0.3170, -1.6657], [-1.3054, 0.5266, 1.8079], [-0.0836, -0.3436, -0.0068], [-0.0972, 0.5909, -0.3555], [-0.1892, -0.1051, -0.3315], [0.5266, 0.7012, 0.0503], [0.1684, 0.2456, 0.3741], [0.4613, 0.0464, -0.3959], [-0.0212, -0.4233, -0.4256], [0.0183, -0.3526, -0.0016], [0.0909, 0.0939, 0.5422], [0.2451, -0.6848, -0.2498], [-0.0368, -0.1447, 0.4447], [0.2216, -0.6452, -0.1276], [-0.0211, 0.1345, -0.0975], [-0.2205, 0.1693, 0.4880], [-0.1990, 0.0368, 0.2888]],
  "nbo_charge": [-0.61, -0.23, -0.60, -0.21, -0.34, 0.21, -0.46, 0.00, 0.42, -0.78, -0.50, 0.13, -0.17, -0.25, 0.01, -0.42, 0.09, 0.15, 0.19, 0.21, 0.22, 0.21, 0.22, 0.21, 0.20, 0.20, 0.24, 0.21, 0.40, 0.40, 0.23, 0.22, 0.19]
}

=====

Record 4
{
  "formula": "C4H12S2",
  "method": "ωB97M-V/def2-TZVPD",
  "smiles": "CCS.CCS",
  "lumo_ev": 0.86,
  "fmax_ev_per_a": 3.07,
  "gap_ha": 0.35935,
  "homo_energy_ha": -0.3276,
  "species": ["C", "C", "S", "H", "H", "H", "H", "H", "H", "C", "C", "S", "H", "H", "H", "H", "H", "H"],
  "coordinates": [[0.182573, 3.695348, -1.085832], [0.184486, 2.195263, -1.171211], [-1.510875, 1.519362, -1.300837], [-0.297891, 4.103952, -1.996418], [-0.620508, 4.010839, -0.390660], [0.991375, 4.323925, -0.718323], [0.674132, 1.748339, -0.302538], [0.588701, 1.763123, -2.074582], [-1.139373, 0.216959, -1.329532], [1.619455, -2.646601, 2.470607], [0.789293, -3.086355, 1.293712], [0.250549, -1.479169, 0.530159], [2.348167, -1.887058, 2.164126], [1.022974, -2.265116, 3.295813], [2.231918, -3.447372, 2.894128], [-0.045767, -3.726428, 1.568312], [1.227175, -3.621481, 0.455662], [-0.928396, -0.964698, 0.100542]],
  "forces_ev_per_angstrom": [[-2.7757, 1.2954, -0.1525], [0.5005, -0.8898, 0.3842], [-0.3519, -0.0344, 0.3933], [0.9316, 0.0188, -0.0138], [0.2173, -0.4660, 0.2351], [0.6937, -0.7512, -0.5335], [-0.0647, -0.0210, -0.1326], [0.8949, 0.4296, -0.1193], [-0.0486, 0.4752, -0.2165], [1.0836, -0.2053, 0.1345], [-2.0570, -0.3639, -0.4036], [1.7009, 1.9518, -0.4759], [-0.2808, 0.0337, 0.0870], [-0.2023, 0.1659, -0.2385], [-0.1674, -0.3016, -0.2265], [-0.1828, 0.1674, 0.3248], [0.7384, 0.1876, 0.2856], [-0.6296, -1.6923, 0.6682]],
  "nbo_charge": [-0.65, -0.50, -0.06, 0.21, 0.21, 0.24, 0.22, 0.21, 0.11, -0.63, -0.45, -0.20, 0.22, 0.22, 0.22, 0.22, 0.23, 0.17]
}